[1]
Entry from OMol25: a molecular structure, C34H45CoN11OSe in a non-equilibrium geometry (the ωB97M-V functional and the def2-TZVPD basis).

```
93
Properties=species:S:1:pos:R:3:forces:R:3
Co -0.167700 -0.427600 0.196700 0.329 0.137 0.492
C -2.642100 0.021700 3.083900 -0.058 0.204 0.079
C -3.541100 0.627500 2.007100 0.198 -0.209 -0.088
C -2.862900 0.721100 0.628500 -0.213 0.060 0.209
N -2.036400 -0.425100 0.322700 -1.204 -0.601 -0.261
C -2.608700 -1.551300 -0.054700 -0.039 0.552 0.741
C -4.008600 -1.725200 -0.168600 -0.148 0.163 -0.230
C -4.756600 -2.857900 -0.375500 0.216 -0.348 0.091
C -4.342400 -4.186000 -0.446300 -0.361 -0.203 -0.020
C -3.041700 -4.652600 -0.509000 -0.172 0.240 -0.105
C -1.869200 -3.932500 -0.614700 -0.036 -0.284 0.045
C -1.642300 -2.550200 -0.522100 0.703 -0.023 -0.327
N -0.474100 -1.987300 -0.804400 -0.773 -0.617 -0.693
C 0.438000 -2.600000 -1.740400 0.196 -0.372 0.161
C 1.845400 -2.773800 -1.174700 -0.173 0.270 -0.067
C 2.388900 -1.406400 -0.756600 0.146 -0.377 0.153
N 1.641400 -0.868000 0.353500 1.066 -0.141 0.539
C 2.120900 -0.881100 1.586100 0.000 -0.330 -0.920
C 3.312100 -1.559900 1.936600 0.268 -0.089 0.016
C 3.935900 -1.737300 3.148100 -0.211 0.151 0.115
C 3.606100 -1.234500 4.402100 0.142 0.027 0.227
C 2.566700 -0.370800 4.689600 0.209 -0.184 -0.199
C 1.580700 0.136500 3.861600 -0.019 0.046 0.068
C 1.282200 -0.102300 2.503000 -0.737 0.387 0.075
N 0.215700 0.413500 1.889400 0.437 0.366 0.600
C -0.537000 1.443100 2.581700 -0.180 0.012 0.315
C -1.574500 0.972000 3.614100 0.123 -0.186 -0.153
H -2.167800 -0.882900 2.695900 -0.058 -0.011 0.076
H -3.262400 -0.272200 3.934300 -0.019 -0.086 -0.031
H -3.854000 1.629400 2.309300 -0.106 0.049 0.011
H -4.436500 0.007400 1.928000 -0.039 0.068 -0.011
H -2.227100 1.601300 0.578000 -0.122 -0.038 -0.078
H -3.608400 0.851100 -0.164200 0.026 0.076 0.175
H -4.584700 -0.814700 -0.113700 -0.027 0.116 0.060
H -5.827800 -2.698300 -0.443100 -0.014 0.009 0.040
H -5.126800 -4.930100 -0.480900 -0.036 -0.052 0.008
H -2.926300 -5.729200 -0.538100 0.003 -0.064 -0.024
H -0.979200 -4.534700 -0.741600 0.050 0.034 0.013
H 0.503000 -1.929700 -2.607600 0.069 -0.014 -0.079
H 0.057200 -3.554900 -2.113200 0.001 0.093 0.002
H 2.485600 -3.213000 -1.941500 0.062 -0.021 -0.039
H 1.824900 -3.448200 -0.314800 0.030 -0.007 0.018
H 2.260200 -0.717600 -1.593800 0.142 -0.052 -0.034
H 3.459500 -1.453800 -0.548300 -0.081 0.092 -0.103
H 3.807100 -2.065100 1.120700 -0.045 -0.033 0.005
H 4.819600 -2.362600 3.125800 0.060 -0.060 -0.074
H 4.245200 -1.529000 5.223600 0.030 0.022 0.053
H 2.509000 -0.035400 5.720200 -0.034 -0.015 0.021
H 0.898000 0.786900 4.385300 -0.068 0.022 -0.106
H -1.036900 2.048200 1.831300 0.093 0.043 0.139
H 0.165600 2.115400 3.091800 -0.061 0.052 -0.018
H -2.062300 1.867900 4.009400 0.011 0.034 0.086
H -1.078100 0.467300 4.447200 0.011 0.125 0.008
C -0.878900 5.506600 -0.628800 0.121 -0.524 -0.109
C -0.391600 4.149600 -1.119400 0.112 0.233 -0.196
O -0.539800 3.202200 -0.082800 -0.015 -0.121 0.111
H -0.684200 6.265900 -1.380200 -0.022 0.128 -0.074
H -0.376900 5.783600 0.294400 0.116 0.039 0.090
H -1.944600 5.457100 -0.430700 -0.170 0.071 0.028
H 0.667600 4.205100 -1.419100 -0.119 0.068 -0.033
H -0.973800 3.840300 -1.997900 0.079 0.049 0.013
H -0.326000 2.321300 -0.439800 -0.158 0.049 0.074
Se -3.552700 -0.417500 -3.612100 1.889 0.517 0.453
N -2.153800 -0.373900 -4.721100 -0.083 0.032 -0.263
C -1.098000 0.063700 -4.044900 -1.459 -0.508 0.527
C 0.176300 0.261000 -4.573500 1.753 0.658 0.402
C 1.140600 0.781700 -3.719200 -0.642 -0.650 -2.330
C 0.861900 0.983600 -2.380800 -2.112 -0.108 1.755
N -0.326400 0.710900 -1.798800 2.051 1.159 -0.292
C -1.321900 0.341400 -2.633100 -0.994 -0.493 -0.852
N -2.570700 0.174500 -2.232800 -0.473 -0.001 -0.429
H 0.385100 0.023900 -5.605300 0.007 0.060 -0.100
H 2.126500 1.024800 -4.087700 0.067 -0.080 -0.022
H 1.616000 1.377900 -1.717400 0.070 -0.117 0.188
C 2.688700 3.372400 4.286300 0.209 0.225 -0.113
C 4.001900 3.879900 3.703100 -0.105 -0.106 -0.154
C 5.069400 2.791600 3.786700 -0.047 0.205 0.016
C 3.805100 4.353900 2.251400 0.397 0.451 0.688
N 3.486000 3.279600 1.358300 -0.994 -0.693 -0.750
C 2.293400 2.839600 0.904400 0.608 0.148 0.290
N 2.509500 1.814400 0.122300 -0.827 0.446 -0.131
N 3.824400 1.632800 0.098500 0.467 -0.645 -0.535
N 4.415600 2.488100 0.820100 1.134 0.581 0.536
H 2.851600 3.011900 5.298000 -0.067 -0.117 0.133
H 2.317400 2.544100 3.686100 -0.039 -0.051 0.075
H 1.932500 4.154300 4.318200 -0.131 0.101 0.002
H 4.333500 4.756800 4.269200 0.008 0.004 -0.080
H 4.694400 1.852300 3.385100 -0.002 -0.108 -0.019
H 5.356500 2.626700 4.821800 0.014 -0.051 0.120
H 5.953800 3.068700 3.219800 0.170 -0.019 -0.034
H 4.726700 4.816700 1.885600 -0.179 -0.013 -0.007
H 2.988700 5.079000 2.202600 0.103 -0.026 -0.074
H 1.337000 3.260100 1.126700 -0.318 0.176 0.113
```
Positions in Å, forces in eV/Å.

The frontier orbital gap (spin up / spin down) comes out at 4.8 / 4.7 eV. The maximum force is 2.75 eV Å⁻¹. Its multiplicity is 2. As for the HOMO energy (spin up / spin down): -6.251 / -6.162 eV.



[2]
Entry from OMol25: a molecular structure, C34H45F3NO2RhSe in a non-equilibrium geometry (the ωB97M-V functional and the def2-TZVPD basis).

```
87
Properties=species:S:1:pos:R:3:forces:R:3
Rh 6.936859 13.366350 7.226851 -1.644 1.918 -0.558
C 11.889431 18.612166 8.748382 0.227 -0.300 0.049
C 11.284084 18.797581 7.334438 -1.235 -0.288 1.330
C 10.871493 20.256743 7.249086 -0.706 0.774 -1.790
C 12.229421 18.414186 6.235951 0.140 -0.629 -0.674
C 10.047063 17.892957 7.227827 -1.385 -0.664 0.012
C 10.146379 16.515348 7.421972 -0.574 0.430 -0.248
C 9.031706 15.674552 7.359087 -0.699 1.187 0.512
Se 9.315722 13.779130 7.588433 0.030 0.575 1.130
C 8.891596 13.504379 9.539800 3.219 -0.373 -1.356
C 10.048884 13.364244 10.286609 -1.507 -0.514 -0.629
C 9.967910 13.091014 11.660420 -0.642 1.401 0.326
C 8.704648 13.288492 12.266504 -0.124 -0.557 0.473
C 7.556924 13.603348 11.522857 0.233 -1.654 1.893
C 7.615541 13.336180 10.110949 -3.085 1.573 -1.439
O 6.525930 13.206659 9.392636 2.288 0.254 1.571
C 6.353856 14.159367 12.269004 -1.531 -0.830 0.544
C 4.974807 13.437618 12.152781 0.352 -0.891 -1.384
C 6.105667 15.529721 11.624720 0.583 -0.052 0.140
C 6.521223 14.187575 13.795519 1.375 0.105 -0.519
C 11.285189 12.960628 12.375599 0.905 -0.537 0.515
C 11.093447 12.832303 13.886746 0.420 0.104 0.288
C 12.188420 14.181531 12.021455 -0.967 -0.013 -0.012
C 11.975295 11.708927 11.825902 1.276 -0.510 -0.751
C 7.690375 16.220479 7.291704 1.074 0.142 -0.317
O 6.674934 15.455349 7.588469 0.156 -1.443 -0.473
C 7.552700 17.620578 6.944354 1.274 -0.181 0.944
C 8.731145 18.373442 6.968655 1.051 1.279 -0.362
C 6.206957 18.307711 6.718247 0.008 0.579 1.183
C 5.427336 17.433353 5.784788 -0.230 -1.649 0.269
C 5.432736 18.400563 8.054988 1.597 -0.722 0.930
C 6.396421 19.774179 6.249073 0.727 -1.736 -1.679
H 12.470782 19.462162 9.089193 0.413 0.170 -0.320
H 12.471528 17.706191 8.916391 0.237 -0.082 -0.461
H 11.116216 18.527364 9.481004 -0.896 0.062 0.403
H 11.727795 20.886224 7.439788 0.264 0.263 0.209
H 10.022723 20.580379 7.887227 0.683 -0.429 -0.088
H 10.566134 20.495229 6.182680 0.203 -0.193 1.075
H 13.162732 18.930564 6.311049 0.699 0.512 0.033
H 11.798772 18.608101 5.245094 0.030 0.029 0.215
H 12.457163 17.341535 6.276909 -0.049 0.186 0.025
H 11.082214 16.083996 7.685821 0.780 -0.361 -0.046
H 11.025143 13.347499 9.833792 -0.140 0.167 -0.409
H 8.571436 13.122236 13.361183 0.438 0.574 -1.150
H 4.654498 13.649320 11.103916 -0.444 -0.713 0.949
H 4.234807 13.777544 12.920019 0.723 0.068 -0.891
H 5.122101 12.348439 12.326052 -0.281 0.553 -0.335
H 5.775461 15.310230 10.576278 0.315 0.829 0.878
H 7.001043 16.172769 11.693712 -0.269 -0.222 -0.429
H 5.354358 16.008594 12.239735 -0.512 0.278 -0.291
H 6.815186 13.228440 14.265125 -0.244 0.437 -0.429
H 5.620536 14.518758 14.250211 -0.819 0.244 0.319
H 7.254452 14.935551 14.006266 0.846 0.411 0.677
H 10.724232 13.835993 14.241161 0.184 -1.275 0.209
H 12.060946 12.550781 14.386315 -0.817 0.608 -0.460
H 10.415172 11.977259 14.099124 0.100 0.794 0.090
H 11.781054 15.083020 12.495661 0.225 -0.079 -0.076
H 12.136382 14.320090 10.942186 0.320 0.269 0.152
H 13.233318 14.049198 12.288894 -0.027 -0.184 0.270
H 11.318829 10.833371 11.815296 0.042 0.133 -0.079
H 12.903253 11.413221 12.376012 -0.793 0.461 -0.042
H 12.356729 11.905164 10.790196 -0.556 -0.332 0.658
H 8.706565 19.489036 6.769333 -0.366 -1.760 0.217
H 5.455183 16.378595 6.204707 -0.345 1.346 -0.467
H 5.921959 17.333907 4.820836 -0.372 0.383 -0.381
H 4.387059 17.759049 5.782236 -0.008 -0.022 -0.646
H 5.492138 17.422512 8.582351 -0.439 0.588 -0.328
H 4.427300 18.780516 8.004866 -0.530 -0.113 -0.450
H 5.979745 19.115488 8.675255 -0.002 -0.038 0.214
H 6.962110 19.721108 5.288339 -0.305 0.389 0.537
H 6.949022 20.372789 6.944646 0.174 0.284 0.462
H 5.457156 20.234246 6.043110 -0.830 0.296 -0.060
H 7.277419 13.499666 5.686269 -0.347 0.026 0.708
F 7.105875 6.533445 5.703413 -0.462 0.706 0.672
C 6.815672 7.206099 6.854473 -0.344 -1.137 1.129
F 7.705351 6.679104 7.782776 -0.216 0.276 -0.538
F 5.577112 6.758350 7.346110 1.340 0.359 -1.109
C 6.854066 8.677126 6.809613 -0.687 -0.266 -0.111
C 7.770048 9.449868 6.039806 0.577 -0.052 0.110
C 7.703324 10.828195 6.107311 0.928 -2.437 -1.661
N 6.947502 11.442903 7.048692 -0.026 1.310 0.152
C 6.108672 10.726224 7.859690 -1.080 -2.317 -0.967
C 5.912922 9.378183 7.620026 1.089 2.022 0.892
H 8.572459 8.909847 5.488534 -0.952 0.741 -0.049
H 8.138731 11.400130 5.275502 0.111 0.013 0.994
H 5.475764 11.237007 8.568728 0.163 0.265 -0.038
H 5.162026 8.947513 8.235623 -0.333 -0.817 0.144
```
Positions in Å, forces in eV/Å.

The frontier orbital gap (spin up / spin down) comes out at 5.2 / 4.7 eV. The maximum force is 3.75 eV Å⁻¹. Its multiplicity is 5. As for the HOMO energy (spin up / spin down): -5.197 / -7.760 eV.